(1)
C33H73Br2I2N7O11P | ωB97M-V with the def2-TZVPD basis set

## Properties
total charge	+1

Geometry (Å):
C: 0.819 -2.944 -4.486
C: 1.462 -3.319 -3.051
C: 2.111 -2.021 -2.316
N: 1.124 -0.962 -1.999
C: 0.301 -1.247 -0.806
C: -1.077 -0.385 -0.583
C: -2.069 -1.163 -1.549
C: -3.488 -0.545 -1.891
C: -4.083 0.554 -0.909
Br: -3.638 0.176 -3.771
C: -0.551 1.106 -0.859
I: -1.416 2.650 0.448
C: -0.657 1.624 -2.385
C: 0.825 2.160 -2.809
I: -1.962 3.379 -2.657
C: -1.133 -0.662 1.016
O: -2.143 -0.319 1.961
N: -3.205 -1.194 1.919
O: -4.069 -0.673 2.552
N: -0.091 -1.252 1.605
C: 0.169 -1.582 3.031
C: -0.884 -2.544 3.755
N: -1.553 -3.541 2.903
N: -0.104 -3.340 4.781
N: -1.860 -1.735 4.575
C: 1.011 -1.571 0.601
C: 1.329 -3.149 0.716
C: 2.756 -3.481 1.352
O: 3.854 -3.143 0.899
Br: 2.782 -4.593 3.024
P: 2.351 -0.313 1.103
N: 3.206 0.267 -0.125
H: -0.328 -2.955 -4.363
H: 1.116 -1.912 -4.866
H: 1.064 -3.718 -5.289
H: 2.287 -4.090 -3.233
H: 0.650 -3.797 -2.410
H: 2.794 -2.312 -1.444
H: 2.820 -1.574 -3.109
H: 0.536 -0.791 -2.830
H: -0.122 -2.297 -1.065
H: -2.257 -2.202 -1.084
H: -1.518 -1.357 -2.537
H: -4.237 -1.419 -1.889
H: -5.201 0.308 -0.768
H: -4.078 1.625 -1.328
H: -3.640 0.589 0.135
H: 0.569 1.119 -0.588
H: -0.885 0.779 -3.108
H: 0.921 2.072 -3.956
H: 1.664 1.528 -2.377
H: 0.913 3.277 -2.589
H: 0.151 -0.579 3.604
H: 1.220 -2.002 3.219
H: -2.421 -3.905 3.313
H: -1.694 -3.237 1.936
H: 0.682 -2.794 5.152
H: 0.190 -4.239 4.381
H: -2.188 -2.338 5.355
H: -1.375 -0.961 5.053
H: 0.556 -3.717 1.354
H: 1.305 -3.684 -0.304
H: 3.241 -0.894 2.071
H: 1.642 0.741 1.806
H: 4.207 0.070 0.027
C: -3.485 1.445 5.281
O: -2.472 2.436 5.190
C: -2.738 3.398 4.169
C: -3.297 4.689 4.759
O: -4.589 4.483 5.323
C: -4.549 4.372 6.740
H: -3.347 0.903 6.219
H: -4.487 1.881 5.276
H: -3.387 0.739 4.453
H: -3.413 2.988 3.410
H: -1.782 3.621 3.682
H: -3.414 5.420 3.953
H: -2.610 5.112 5.499
H: -4.397 5.361 7.185
H: -3.761 3.694 7.075
H: -5.510 3.981 7.078
C: -2.506 3.830 -9.462
O: -3.266 2.839 -8.786
C: -2.656 2.422 -7.566
C: -3.315 3.084 -6.361
O: -3.081 4.490 -6.349
C: -4.204 5.229 -6.812
H: -3.135 4.271 -10.237
H: -2.175 4.624 -8.787
H: -1.635 3.367 -9.939
H: -1.579 2.619 -7.582
H: -2.798 1.339 -7.492
H: -2.865 2.679 -5.449
H: -4.388 2.866 -6.332
H: -4.980 5.245 -6.041
H: -4.612 4.814 -7.736
H: -3.880 6.253 -7.006
C: 1.588 -6.398 8.945
O: 2.217 -7.584 8.483
C: 1.694 -8.026 7.232
C: 2.618 -7.644 6.081
O: 2.670 -6.228 5.903
C: 3.850 -5.657 6.456
H: 2.189 -5.989 9.759
H: 1.507 -5.642 8.158
H: 0.591 -6.634 9.332
H: 0.684 -7.636 7.072
H: 1.629 -9.117 7.281
H: 2.216 -8.067 5.154
H: 3.621 -8.055 6.229
H: 4.705 -5.876 5.809
H: 4.047 -6.028 7.464
H: 3.714 -4.575 6.505
C: 6.294 4.435 -6.073
O: 6.281 5.247 -4.909
C: 5.069 5.988 -4.775
C: 4.131 5.336 -3.765
O: 3.662 4.072 -4.231
C: 4.350 2.985 -3.630
H: 7.121 3.728 -5.986
H: 5.365 3.871 -6.191
H: 6.460 5.059 -6.958
H: 4.578 6.110 -5.746
H: 5.341 6.982 -4.409
H: 3.251 5.976 -3.641
H: 4.614 5.237 -2.788
H: 4.003 2.853 -2.599
H: 5.433 3.133 -3.637
H: 4.121 2.080 -4.196

Löwdin atomic charge list, values in e, 2 entries: -0.11 -0.22

(2)
C33H74N6O14S2 | ωB97M-V with the def2-TZVPD basis set

## Properties
total charge	0
relative energy (zero: lowest compared OMol25 entry of this formula, charge and spin)	460.6	kJ/mol

Geometry (Å):
O: 9.065 2.686 1.523
C: 8.589 2.042 0.443
O: 7.500 2.687 -0.341
C: 6.757 1.627 -1.096
C: 5.146 1.993 -1.260
C: 4.892 3.515 -1.849
C: 3.300 3.772 -2.248
O: 2.360 3.095 -1.297
S: 1.073 4.216 -1.002
O: 1.671 5.296 -0.023
O: -0.234 3.429 -0.211
C: -1.519 3.916 -0.735
C: -2.683 3.442 0.331
S: -3.934 2.439 -0.708
C: -3.096 0.810 -1.107
N: -3.056 -0.004 -2.388
N: -2.306 -1.126 -2.013
C: -1.872 -1.017 -0.544
O: -2.379 0.240 0.051
H: 9.021 0.965 0.185
H: 7.209 1.641 -2.184
H: 6.875 0.555 -0.586
H: 4.630 1.185 -1.957
H: 4.654 1.896 -0.185
H: 5.632 3.771 -2.731
H: 5.100 4.252 -0.933
H: 3.125 3.334 -3.333
H: 3.026 4.925 -2.303
H: -1.746 3.445 -1.793
H: -1.596 5.077 -0.859
H: -3.271 4.349 0.810
H: -2.163 2.776 1.155
H: -1.258 -1.771 0.108
C: -6.903 -7.713 -2.080
O: -6.202 -6.907 -3.019
C: -7.044 -5.935 -3.654
C: -6.606 -4.518 -3.254
N: -6.924 -4.246 -1.849
C: -6.326 -3.003 -1.345
C: -4.790 -2.954 -1.249
O: -4.246 -3.851 -0.278
C: -3.982 -5.158 -0.767
H: -6.219 -8.482 -1.711
H: -7.236 -7.112 -1.229
H: -7.759 -8.204 -2.551
H: -8.106 -6.102 -3.438
H: -6.902 -6.054 -4.733
H: -7.123 -3.789 -3.889
H: -5.531 -4.435 -3.436
H: -6.587 -5.018 -1.277
H: -6.733 -2.849 -0.338
H: -6.679 -2.163 -1.957
H: -4.520 -1.947 -0.906
H: -4.300 -3.080 -2.220
H: -3.706 -5.162 -1.825
H: -4.845 -5.804 -0.596
H: -3.149 -5.572 -0.193
C: -5.632 -2.394 2.314
O: -6.830 -3.160 2.308
C: -6.876 -4.126 3.367
C: -8.001 -3.775 4.352
N: -7.669 -2.573 5.123
C: -8.794 -2.056 5.910
C: -10.000 -1.503 5.128
O: -9.708 -0.318 4.385
C: -9.212 -0.553 3.076
H: -5.634 -1.750 1.430
H: -5.585 -1.758 3.202
H: -4.754 -3.044 2.270
H: -5.912 -4.227 3.879
H: -7.106 -5.091 2.901
H: -8.152 -4.615 5.039
H: -8.919 -3.630 3.775
H: -7.363 -1.843 4.483
H: -8.392 -1.244 6.530
H: -9.136 -2.837 6.602
H: -10.757 -1.210 5.868
H: -10.478 -2.259 4.496
H: -9.612 -1.469 2.632
H: -8.120 -0.580 3.088
H: -9.506 0.291 2.445
C: -1.126 -0.172 -6.942
O: -0.425 0.634 -7.881
C: -1.267 1.606 -8.516
C: -0.829 3.023 -8.116
N: -1.147 3.295 -6.711
C: -0.549 4.537 -6.208
C: 0.987 4.586 -6.111
O: 1.530 3.690 -5.140
C: 1.795 2.383 -5.629
H: -0.442 -0.941 -6.573
H: -1.459 0.429 -6.091
H: -1.982 -0.664 -7.413
H: -2.329 1.439 -8.301
H: -1.125 1.487 -9.595
H: -1.346 3.751 -8.751
H: 0.246 3.106 -8.298
H: -0.810 2.523 -6.139
H: -0.956 4.692 -5.200
H: -0.902 5.378 -6.819
H: 1.257 5.593 -5.768
H: 1.477 4.461 -7.083
H: 2.071 2.378 -6.688
H: 0.932 1.737 -5.458
H: 2.628 1.968 -5.055
C: 13.453 0.883 7.864
O: 12.757 2.086 7.561
C: 13.116 2.628 6.282
C: 11.909 2.583 5.333
N: 11.598 1.204 4.943
C: 10.322 1.074 4.228
C: 9.040 1.384 5.022
O: 8.778 0.457 6.077
C: 9.394 0.786 7.315
H: 13.194 0.587 8.884
H: 13.150 0.081 7.185
H: 14.534 1.035 7.808
H: 13.987 2.123 5.848
H: 13.390 3.675 6.451
H: 12.135 3.170 4.436
H: 11.061 3.046 5.846
H: 11.557 0.624 5.779
H: 10.264 0.033 3.886
H: 10.352 1.698 3.327
H: 8.197 1.285 4.326
H: 9.006 2.417 5.386
H: 9.494 1.865 7.460
H: 10.368 0.299 7.390
H: 8.770 0.387 8.120

Löwdin atomic charge list, values in e, 2 entries: -0.06 -0.13

Number 1: E_HOMO -10.6 eV, gap between HOMO and LUMO 5.96 eV, LUMO level -4.59 eV. Number 2: E_HOMO -8.3 eV, gap between HOMO and LUMO 7.85 eV, LUMO level -0.50 eV.